ORCA calculation (ωB97M-V/def2-TZVPD) on 2 unconnected molecules or ions with the total composition C7H19BrN2O3P.

max |F| = 4.014 eV/A
total energy = -3528.461336 Ha
net charge = +1

Structure (XYZ):
```
33
Properties=species:S:1:pos:R:3:forces:R:3
C -2.612 0.438 -0.115 -0.07 -0.87 -0.46
C -1.245 -0.136 -0.600 -0.99 1.29 -2.41
O -1.259 -1.280 -1.438 0.47 0.16 0.67
C 0.158 -1.475 -1.686 0.85 0.75 1.32
C 0.643 -1.489 -0.173 -0.01 -0.35 -1.96
N -0.098 -0.290 0.401 -0.04 -2.03 -1.50
C 0.623 1.024 0.296 1.45 0.11 1.50
C 1.683 1.277 1.412 0.25 0.94 -0.23
C 2.200 2.744 1.198 -0.43 -0.26 0.54
Br 3.180 2.961 -0.499 -0.40 -0.10 0.62
P -0.669 -0.830 2.029 -1.15 1.05 3.70
N -1.864 -2.069 1.734 1.61 0.53 -0.11
O 0.592 -1.687 2.755 -1.42 0.18 -2.06
H -2.545 1.035 0.815 0.07 -0.54 -0.38
H -3.350 -0.388 -0.044 0.34 0.58 0.23
H -2.979 1.125 -0.906 0.24 -0.50 0.46
H -0.899 0.641 -1.321 0.33 -0.14 0.97
H 0.617 -0.605 -2.206 -0.53 -0.47 0.07
H 0.423 -2.374 -2.262 -0.65 0.21 0.47
H 1.719 -1.374 0.034 -0.56 -0.32 -0.13
H 0.159 -2.422 0.187 0.71 0.67 0.44
H 1.166 1.024 -0.671 -0.64 0.09 0.43
H -0.128 1.836 0.359 0.33 -0.57 -0.22
H 1.251 1.254 2.435 0.05 -0.04 -0.65
H 2.543 0.579 1.391 -0.55 0.23 -0.16
H 2.866 3.071 2.017 -0.23 -0.35 -0.59
H 1.326 3.431 1.202 0.68 -0.33 -0.26
H -1.917 -2.596 2.607 0.18 -0.20 -0.25
H -2.781 -1.653 1.598 0.15 0.10 -0.10
H 0.825 -1.234 3.572 0.02 0.18 0.09
O 0.443 -0.010 -4.544 -0.12 -0.09 0.16
H -0.474 0.054 -4.258 -0.06 0.06 -0.14
H 0.403 -0.581 -5.319 0.10 0.04 -0.07
```
Positions in Å, forces in eV/Å.